1.
The following is a quantum chemistry calculation of a structure of composition C22H17Cl3N7O2STc, from the OMol25 dataset.

* charge: +3
* expectation value of S²: 1.0200
* 2S+1: 2
* orbital gap (alpha / beta): 0.2479 / 0.1557 hartree

Each line ends with the Löwdin spin population.
Element x y z (Å)
Tc -0.488 0.017 1.371  -0.0618
N 1.434 -1.503 4.876  -0.0005
C 1.139 -0.789 3.793  0.0017
S -0.578 -0.261 3.590  0.0490
N 2.035 -0.483 2.905  0.0031
N 1.465 0.335 1.948  -0.0110
C 2.045 1.436 1.655  0.0222
C 1.203 2.398 0.950  0.0012
C 1.622 3.656 0.567  0.0056
C 0.687 4.549 0.056  0.0068
C -0.638 4.154 -0.060  0.0016
C -0.989 2.873 0.325  0.0077
N -0.095 2.009 0.826  -0.0053
H 0.743 -1.680 5.586  0.0000
H 2.399 -1.719 5.082  -0.0003
H 3.018 1.693 2.061  0.0009
H 2.657 3.941 0.694  0.0001
H 0.989 5.546 -0.234  0.0002
H -1.395 4.828 -0.435  -0.0001
H -2.010 2.521 0.251  0.0001
O 4.168 -0.600 -5.424  -0.0050
C 3.883 -0.036 -4.304  0.0199
O 4.573 0.803 -3.753  0.4289
C 2.674 -0.148 -3.454  0.1619
C 1.471 0.489 -3.844  0.0675
C 0.395 0.437 -3.000  0.0244
C 0.510 -0.205 -1.743  0.1338
C 1.729 -0.766 -1.329  -0.0012
C 2.812 -0.728 -2.166  0.0793
N -0.580 -0.238 -0.853  0.0211
C -1.769 -0.447 -1.309  0.0323
C -2.898 -0.426 -0.403  0.0003
C -4.193 -0.624 -0.849  0.0116
C -5.233 -0.570 0.073  -0.0022
C -4.926 -0.329 1.398  0.0117
C -3.596 -0.152 1.775  0.0003
N -2.593 -0.192 0.900  0.0017
H 3.531 -1.276 -5.711  0.0004
H 1.403 1.002 -4.795  0.0014
H -0.530 0.921 -3.285  -0.0003
H 1.808 -1.223 -0.352  -0.0022
H 3.766 -1.139 -1.861  0.0015
H -1.950 -0.657 -2.362  0.0005
H -4.384 -0.815 -1.897  0.0004
H -6.257 -0.715 -0.243  -0.0003
H -5.699 -0.282 2.153  0.0005
H -3.335 0.020 2.811  -0.0005
Cl 1.725 -5.061 1.033  -0.0012
C 0.033 -4.689 1.353  -0.0003
Cl -0.449 -5.199 2.962  -0.0007
Cl -1.019 -5.366 0.115  0.0000
C -0.103 -3.222 1.299  -0.0070
N -0.210 -2.085 1.258  0.0004

***

2.
The following is a quantum chemistry calculation of the molecule C22H17ClF3N5O at a distorted geometry, from the OMol25 dataset.

* SMILES string: NC1=N[C@H](c2cccc(Oc3cccc(C(F)(F)F)c3)c2)N(c2cccc(Cl)c2)C(N)=N1
* orbital gap: 0.3289 hartree

Each line ends with the natural charge from an NBO analysis.
Element x y z (Å)
F 2.166 4.645 3.156  -0.3185
F 0.849 5.778 4.732  -0.3154
F 0.838 3.693 4.618  -0.3498
Cl 2.016 -3.588 -4.774  0.0349
N 2.158 0.366 0.490  -0.5793
N 2.749 -1.693 1.463  -0.6739
O -2.729 2.884 1.050  -0.5033
C 2.849 -0.325 1.254  0.5522
C 1.896 -2.384 0.764  0.6369
C -1.266 -3.437 -2.468  -0.1993
C -1.774 6.488 1.721  -0.1863
C -1.854 -0.395 2.421  -0.2125
C -0.326 -3.661 -3.490  -0.2109
C -2.468 5.285 1.228  -0.2539
C -2.635 0.758 2.170  -0.2324
C -0.727 -2.851 -1.353  -0.2296
C 1.580 -2.747 -2.285  -0.2440
C -0.619 6.367 2.454  -0.2143
C -0.813 3.835 2.364  -0.2419
C -0.790 -0.689 1.669  -0.2323
C -1.096 1.279 0.337  -0.2273
C 1.058 -3.274 -3.409  -0.0541
C -2.004 3.997 1.549  0.3096
C -2.122 1.617 1.123  0.2668
C 0.642 -2.491 -1.217  0.1598
C -0.182 5.004 2.825  -0.1148
C -0.306 0.134 0.626  -0.0088
N 3.763 0.301 1.944  -0.7796
N 1.823 -3.682 1.010  -0.7994
N 1.129 -1.786 -0.131  -0.4792
C 0.949 4.825 3.787  0.9705
C 0.949 -0.282 -0.128  0.1201
H -2.330 -3.644 -2.570  0.2339
H -2.019 7.461 1.378  0.2200
H -2.074 -0.943 3.347  0.2229
H -0.772 -4.077 -4.386  0.2260
H -3.301 5.440 0.492  0.2354
H -3.523 1.102 2.715  0.2356
H -1.284 -2.453 -0.529  0.2281
H 2.597 -2.384 -2.127  0.2437
H -0.066 7.156 2.922  0.2303
H -0.513 2.859 2.646  0.2508
H -0.110 -1.557 1.993  0.2215
H -0.778 1.916 -0.473  0.2254
H 3.976 1.202 1.509  0.4055
H 4.516 -0.468 2.136  0.3944
H 2.716 -4.016 1.469  0.4263
H 1.208 -4.326 0.525  0.4131
H 0.787 -0.016 -1.146  0.1970

***

Calculated relative energy (zero: lowest compared OMol25 entry of this formula, charge and spin), 0.467 2.208 eV (same order as the records).
Calculated DFT total energy, -3240.91130 -1957.32369 Ha (same order as the records).